(1)
{"formula": "C4H8N2", "method": "ωB97M-V/def2-TZVPD", "total_energy_ev": -7256.86630, "smiles": "CCNCC#N", "species": ["N", "N", "C", "C", "C", "C", "H", "H", "H", "H", "H", "H", "H", "H"], "positions_angstrom": [[-0.68692, 3.17292, 0.19392], [0.11477, -0.08941, -0.75736], [-0.21033, 2.35020, -0.46588], [-0.53305, -1.56292, 0.90226], [0.39635, 1.24578, -1.25633], [0.23574, -0.28626, 0.67868], [-0.71052, -1.71611, 1.97429], [0.04254, 1.32698, -2.28647], [1.23460, -0.55469, 1.03793], [-0.12162, 0.58281, 1.26291], [0.08414, -2.38337, 0.51626], [1.47972, 1.44541, -1.29220], [-0.83703, -0.46857, -0.95032], [-1.43413, -1.50645, 0.22014]], "lowdin_charge": [0.136, -0.095, -0.216, -0.107, -0.212, -0.317, 0.081, 0.118, 0.113, 0.106, 0.079, 0.124, 0.105, 0.086]}

=====

(2)
{"formula": "C2HBrF2S", "method": "ωB97M-V/def2-TZVPD", "total_energy_ev": -88399.14750, "species": ["Br", "S", "F", "F", "C", "C", "H"], "positions_angstrom": [[-2.91872, -1.02292, 0.19381], [0.31280, 0.89960, 1.36297], [-0.56498, 1.38259, -1.18972], [2.00837, -0.13781, -0.52194], [0.81258, -0.32593, 0.05767], [-0.29486, 0.57625, -0.19559], [0.64481, -1.37176, 0.29279]], "lowdin_charge": [-0.238, 1.063, 0.111, 0.040, -0.477, -0.628, 0.129]}

=====

(3)
{"formula": "C4H4N2O", "method": "ωB97M-V/def2-TZVPD", "total_energy_ev": -9238.51682, "smiles": "O=Cc1cnc[nH]1", "species": ["O", "N", "N", "C", "C", "C", "C", "H", "H", "H", "H"], "positions_angstrom": [[-2.58848, -0.98779, 0.57592], [0.70656, -1.00724, -0.25100], [1.29504, 1.10782, 0.21379], [1.67097, -0.15085, 0.16951], [-1.79402, -0.19525, 0.13068], [0.03177, 1.07014, -0.23804], [-0.43416, -0.23183, -0.39631], [0.77758, -2.01226, -0.20644], [-0.43560, 1.94384, -0.67867], [2.67424, -0.46325, 0.39462], [-1.82789, 0.94914, 0.28551]], "lowdin_charge": [0.043, 0.123, 0.089, -0.171, -0.270, -0.150, -0.194, 0.161, 0.127, 0.121, 0.121]}

=====

(4)
{"formula": "C3H8N3O", "method": "ωB97M-V/def2-TZVPD", "total_energy_ev": -9750.29985, "smiles": "N[C@@]1([NH3+])N=CCO1", "charge": 1, "species": ["O", "N", "N", "N", "C", "C", "C", "H", "H", "H", "H", "H", "H", "H", "H"], "positions_angstrom": [[-0.49090, -1.05137, -0.48221], [1.34908, -0.46967, 1.01226], [1.24410, 0.49816, -1.23972], [-0.35742, 1.15484, 0.44167], [0.40172, 0.15854, -0.19532], [-1.54594, 0.86014, 0.31701], [-1.83723, -0.49962, -0.43396], [2.14414, -1.21948, 0.71064], [-2.22891, -0.15813, -1.33943], [1.72132, -0.27359, -1.64337], [1.89584, 0.28108, 1.32659], [1.85895, 1.25810, -1.00049], [-2.24890, 1.49990, 0.70202], [-2.56339, -1.04008, 0.12288], [0.65754, -0.99880, 1.70141]], "lowdin_charge": [-0.054, 0.211, 0.174, 0.144, -0.499, -0.028, -0.061, 0.226, 0.112, 0.106, 0.104, 0.116, 0.111, 0.122, 0.215]}

=====

(5)
{"formula": "C31H38ClN8O9P2SYb", "method": "ωB97M-V/def2-TZVPD", "total_energy_ev": -136588.53990, "charge": -2, "multiplicity": 2, "species": ["Yb", "Cl", "S", "P", "P", "O", "O", "O", "O", "O", "O", "O", "O", "O", "N", "N", "N", "N", "N", "N", "N", "N", "C", "C", "C", "C", "C", "C", "C", "C", "C", "C", "C", "C", "C", "C", "C", "C", "C", "C", "C", "C", "C", "C", "C", "C", "C", "C", "C", "C", "C", "C", "C", "H", "H", "H", "H", "H", "H", "H", "H", "H", "H", "H", "H", "H", "H", "H", "H", "H", "H", "H", "H", "H", "H", "H", "H", "H", "H", "H", "H", "H", "H", "H", "H", "H", "H", "H", "H", "H", "H"], "positions_angstrom": [[1.05235, -0.49454, -2.07351], [-3.48551, 2.69758, 1.83650], [2.98273, 6.59582, -4.80710], [-0.66412, -3.50140, -2.89726], [-2.49984, -1.18398, -2.78284], [-0.50328, -4.75860, -3.63889], [0.16090, 0.62165, 0.33148], [-1.09938, -3.92345, -1.38384], [0.55626, -2.60823, -2.76412], [3.69447, -0.98010, -2.69538], [-1.36201, -0.46943, -2.04735], [-3.28731, -0.61222, -3.86211], [-3.51597, -1.66895, -1.63597], [-1.92060, -2.58599, -3.35356], [-0.90391, -4.05334, 2.67716], [1.03499, 1.78455, -3.30184], [2.07875, -0.41358, 1.08114], [-2.42832, -2.83241, 4.19619], [2.13707, -1.06714, -0.12497], [0.39492, 6.60361, -4.95727], [-1.47913, -1.73393, 2.27824], [-3.17903, -3.45073, 1.97588], [1.05560, 1.09259, 2.57841], [0.81415, 2.44849, 2.70880], [-1.63831, 5.33833, -0.52580], [-1.36770, -3.85545, 4.05511], [4.25095, -3.14407, -3.53492], [-0.56444, 4.61539, -0.97093], [1.47160, 0.36755, 3.70677], [-0.44449, -2.76043, 2.13054], [0.96531, 3.12912, 3.88994], [3.26671, -2.84173, -1.25260], [-0.02466, 2.50156, -3.71009], [-2.12740, -4.45718, 1.92392], [2.23292, 2.43290, -3.30914], [-2.36572, 3.33562, 0.64204], [3.18873, -2.88351, 1.22190], [-3.55553, -3.27264, 3.37386], [2.40302, 3.73539, -3.62914], [1.41016, 2.45250, 5.03111], [-0.39948, 3.27419, -0.61099], [1.61606, 1.06794, 4.88789], [-1.11034, 1.14522, 0.60955], [1.50020, 5.83660, -4.60678], [3.65216, -2.21412, -2.47258], [-1.85378, -1.57264, 3.70626], [2.85033, -2.20392, -0.07585], [-2.60682, -2.17606, 1.47699], [0.06709, 3.85564, -4.03353], [1.32550, 4.54910, -4.08168], [-1.28848, 2.57756, 0.18475], [1.10266, 0.37263, 1.28023], [-2.50904, 4.69341, 0.36936], [-3.27024, 5.34020, 0.85934], [-4.31874, -1.83482, -2.10770], [-3.41877, -1.45389, 1.55285], [0.48135, 2.80807, -0.99573], [2.25419, -3.24163, 1.71079], [3.84176, -3.75151, 1.09137], [-1.39654, 0.97559, 1.67006], [-0.96588, -4.87082, -1.33855], [-0.55546, -3.49320, 4.66418], [1.51683, 2.94964, 5.99422], [-0.26083, -2.90133, 1.06859], [3.55037, -3.24579, -4.36522], [1.97794, 0.46753, 5.73468], [5.16488, -2.71129, -3.95698], [-1.69800, 6.42461, -0.65128], [0.62653, 7.33782, -5.60366], [-2.44304, -5.37922, 2.34336], [0.62352, 2.96616, 1.76642], [0.80242, 4.22632, 3.84033], [-1.89799, -4.72371, 0.88091], [-0.97664, 1.95469, -3.68329], [0.50172, -2.44734, 2.59644], [-2.60496, -0.82423, 3.80550], [-1.83034, 0.54166, 0.06412], [3.39190, -3.94402, -1.22575], [-1.69195, -4.82529, 4.44672], [-2.36437, -2.25471, 0.40524], [3.69861, -2.18428, 1.89651], [3.08450, 1.82673, -2.94546], [1.66597, -0.69596, 3.64209], [-0.45848, 6.14746, -5.22586], [-0.99310, -1.29062, 4.28770], [0.23539, 5.05472, -1.50833], [-4.37686, -2.57337, 3.46271], [3.38038, 4.17082, -3.61446], [-0.85561, 4.41019, -4.18470], [4.44710, -4.16218, -3.14337], [-3.94858, -4.19818, 3.75214]], "lowdin_charge": [1.342, 0.652, 0.446, 0.187, 0.162, -0.311, -0.064, -0.163, -0.412, -0.096, -0.408, -0.295, -0.137, -0.269, -0.067, -0.082, 0.089, -0.092, -0.083, 0.004, -0.071, -0.071, -0.137, -0.034, -0.082, -0.188, -0.039, -0.069, -0.038, -0.173, -0.085, -0.084, -0.171, -0.175, -0.178, -0.581, -0.046, -0.194, -0.077, -0.087, -0.027, -0.101, -0.180, -0.893, -0.524, -0.147, -0.342, -0.163, -0.055, -0.298, -0.204, -0.318, -0.127, 0.104, 0.051, 0.124, 0.101, 0.065, 0.069, 0.106, 0.050, 0.109, 0.092, 0.120, 0.077, 0.099, 0.070, 0.106, 0.037, 0.099, 0.116, 0.114, 0.115, 0.109, 0.098, 0.110, 0.114, 0.102, 0.117, 0.111, 0.073, 0.102, 0.101, 0.052, 0.108, 0.097, 0.115, 0.059, 0.088, 0.068, 0.109]}

=====

(6)
{"formula": "C3H4NO", "method": "ωB97M-V/def2-TZVPD", "total_energy_ev": -6699.80608, "charge": 1, "species": ["O", "N", "C", "C", "C", "H", "H", "H", "H"], "positions_angstrom": [[0.45235, -1.53820, -0.45954], [-1.48712, -0.09558, -0.81255], [-0.59297, -0.92628, -0.72997], [0.85742, -0.30326, 0.23505], [-0.42431, 0.66054, 0.07686], [-0.43598, 1.63027, -0.52079], [1.83403, 0.01144, -0.27290], [-1.14806, 1.04751, 1.24115], [0.94463, -0.48644, 1.24269]], "lowdin_charge": [0.218, 0.269, -0.186, 0.013, -0.049, 0.151, 0.194, 0.274, 0.116]}

=====

What did the second record say?
{"formula": "C2HBrF2S", "method": "ωB97M-V/def2-TZVPD", "total_energy_ev": -88399.14750, "species": ["Br", "S", "F", "F", "C", "C", "H"], "positions_angstrom": [[-2.91872, -1.02292, 0.19381], [0.31280, 0.89960, 1.36297], [-0.56498, 1.38259, -1.18972], [2.00837, -0.13781, -0.52194], [0.81258, -0.32593, 0.05767], [-0.29486, 0.57625, -0.19559], [0.64481, -1.37176, 0.29279]], "lowdin_charge": [-0.238, 1.063, 0.111, 0.040, -0.477, -0.628, 0.129]}